<one>
A molecular structure, C43H59N10O5TeTi. Source: OMol25; level of theory: ωB97M-V with the def2-TZVPD basis set.

Geometry as ORCA input:
```
! RIJCOSX wB97M-V def2-TZVPD def2/J DEFGRID3
* xyz 0 4
Ti -0.363 -0.265 -1.355
N 0.650 -1.683 0.355
C 0.352 -2.696 1.376
C -0.797 -3.611 0.941
C -2.016 -3.551 1.862
C -2.737 -2.202 1.758
N -3.238 -1.974 0.408
H 1.435 -2.001 -0.209
H 0.910 -0.808 0.810
H 0.065 -2.182 2.302
H 1.246 -3.294 1.597
H -0.460 -4.644 0.855
H -1.132 -3.262 -0.033
H -1.719 -3.716 2.901
H -2.708 -4.345 1.573
H -2.029 -1.401 1.995
H -3.540 -2.176 2.507
H -3.089 -1.008 0.132
H -4.221 -2.204 0.335
N 1.071 -3.579 -2.138
C 1.586 -2.499 -2.797
N 2.421 -2.780 -3.790
C 3.035 -1.714 -4.338
N 3.801 -1.942 -5.430
N 2.948 -0.476 -3.899
C 2.085 -0.268 -2.883
N 1.321 -1.275 -2.329
C 1.966 1.021 -2.323
C 2.697 2.114 -2.842
C 2.537 3.358 -2.308
C 1.617 3.512 -1.251
C 0.939 2.412 -0.794
N 1.095 1.169 -1.264
H 1.111 -4.437 -2.669
H 0.216 -3.437 -1.619
H 4.037 -2.891 -5.652
H 4.400 -1.196 -5.734
H 3.357 1.916 -3.669
H 3.084 4.211 -2.681
H 1.434 4.477 -0.811
H 0.226 2.527 0.009
C -2.337 0.466 -6.106
N -1.446 0.855 -5.022
C -0.043 0.803 -5.412
C -1.678 0.152 -3.778
C -3.180 0.176 -3.397
O -0.898 0.649 -2.805
H -1.988 0.946 -7.021
H -3.342 0.831 -5.895
H -2.367 -0.622 -6.254
H 0.074 1.322 -6.358
H 0.324 -0.226 -5.511
H 0.547 1.313 -4.653
H -3.741 -0.486 -4.053
H -3.547 1.196 -3.491
H -3.286 -0.172 -2.365
C -2.572 2.272 -0.869
C -1.855 1.607 0.312
O -2.011 2.222 1.407
N -1.137 0.545 0.187
Te -0.118 0.758 2.552
C -0.225 1.177 4.727
C -1.367 1.693 5.340
C -2.541 2.218 4.573
C -1.434 1.754 6.730
C -0.398 1.305 7.529
C -0.486 1.326 9.025
C 0.734 0.802 6.902
C 0.834 0.728 5.522
C 2.082 0.153 4.925
C 1.471 2.175 2.225
C 1.287 3.536 2.490
C 0.000 4.065 3.030
C 2.322 4.428 2.238
C 3.533 4.018 1.707
C 4.647 4.978 1.418
C 3.701 2.667 1.456
C 2.699 1.742 1.711
C 3.019 0.307 1.412
H -2.609 3.344 -0.678
H -3.595 1.898 -0.927
H -2.022 2.076 -1.789
H -2.447 2.015 3.510
H -2.616 3.297 4.713
H -3.463 1.772 4.941
H -2.327 2.160 7.186
H -1.271 1.997 9.366
H 0.463 1.642 9.455
H -0.704 0.323 9.395
H 1.557 0.445 7.508
H 2.779 -0.132 5.710
H 2.564 0.883 4.278
H 1.841 -0.733 4.335
H -0.843 3.583 2.537
H -0.068 5.141 2.879
H -0.063 3.865 4.100
H 2.170 5.477 2.455
H 4.328 6.006 1.563
H 4.990 4.860 0.391
H 5.491 4.779 2.079
H 4.641 2.316 1.052
H 2.766 0.079 0.373
H 2.485 -0.365 2.085
H 4.086 0.129 1.538
O -2.952 -4.068 -1.366
C -2.336 -4.414 -2.516
C -2.375 -5.751 -2.878
C -1.805 -6.181 -4.066
C -1.246 -5.261 -4.946
C -1.217 -3.928 -4.621
C -1.706 -3.475 -3.375
C -1.516 -2.115 -2.996
O -1.304 -1.251 -4.026
O -1.439 -1.705 -1.775
H -2.825 -3.127 -1.117
H -2.858 -6.443 -2.205
H -1.811 -7.228 -4.321
H -0.831 -5.591 -5.887
H -0.782 -3.201 -5.291
*
```

Output
HOMO level (alpha / beta) (eV): -5.1 / -8.0
LUMO level (alpha / beta) (eV): 0.12 / -1.21
Expectation value of S²: 3.7895

<two>
A molecular structure, C43H59N10O5TeTi. Source: OMol25; level of theory: ωB97M-V with the def2-TZVPD basis set.

Geometry as ORCA input:
```
! RIJCOSX wB97M-V def2-TZVPD def2/J DEFGRID3
* xyz 0 4
Ti -1.487 -0.878 0.050
N -2.042 -1.859 2.039
C -1.992 -1.152 3.329
C -0.603 -0.620 3.634
C 0.475 -1.704 3.631
C 1.068 -2.079 2.255
N 0.671 -1.215 1.133
H -2.990 -2.190 1.879
H -1.494 -2.714 2.079
H -2.305 -1.824 4.137
H -2.714 -0.339 3.283
H -0.636 -0.143 4.617
H -0.358 0.158 2.913
H 0.065 -2.610 4.094
H 1.293 -1.391 4.284
H 0.783 -3.097 1.989
H 2.157 -2.081 2.340
H 1.112 -1.596 0.299
H 1.030 -0.272 1.244
N -3.546 -3.783 0.370
C -4.143 -2.871 -0.457
N -5.374 -3.188 -0.853
C -5.963 -2.259 -1.628
N -7.233 -2.549 -2.037
N -5.423 -1.139 -2.052
C -4.157 -0.903 -1.625
N -3.474 -1.749 -0.762
C -3.481 0.236 -2.096
C -4.064 1.134 -3.033
C -3.341 2.193 -3.490
C -2.018 2.385 -3.025
C -1.520 1.487 -2.110
N -2.205 0.440 -1.640
H -4.025 -4.668 0.361
H -2.535 -3.817 0.291
H -7.719 -3.256 -1.513
H -7.767 -1.785 -2.409
H -5.075 0.940 -3.360
H -3.774 2.882 -4.206
H -1.403 3.206 -3.368
H -0.519 1.588 -1.715
C 0.864 -2.548 -4.496
N 0.105 -2.016 -3.373
C -1.271 -2.476 -3.256
C 0.697 -1.267 -2.435
C 2.155 -0.958 -2.628
O 0.126 -0.823 -1.429
H 0.174 -3.071 -5.153
H 1.623 -3.261 -4.167
H 1.344 -1.758 -5.073
H -1.294 -3.565 -3.154
H -1.738 -2.041 -2.389
H -1.836 -2.186 -4.143
H 2.724 -1.876 -2.773
H 2.509 -0.460 -1.733
H 2.315 -0.312 -3.495
C -2.856 2.697 1.623
C -2.106 1.481 1.135
O -2.829 0.426 0.932
N -0.828 1.361 0.927
Te 0.350 3.298 1.349
C 1.485 4.980 0.535
C 1.121 5.548 -0.687
C -0.014 5.047 -1.547
C 1.864 6.621 -1.184
C 2.953 7.137 -0.504
C 3.741 8.297 -1.049
C 3.292 6.562 0.717
C 2.575 5.500 1.255
C 3.013 4.950 2.587
C 2.036 2.032 1.433
C 2.749 1.721 0.267
C 2.431 2.327 -1.072
C 3.801 0.810 0.347
C 4.157 0.199 1.540
C 5.260 -0.822 1.595
C 3.446 0.537 2.684
C 2.393 1.447 2.659
C 1.734 1.776 3.975
H -3.915 2.458 1.681
H -2.723 3.538 0.938
H -2.497 3.008 2.605
H -0.654 4.323 -1.047
H 0.378 4.564 -2.447
H -0.644 5.877 -1.874
H 1.575 7.059 -2.136
H 3.409 8.564 -2.052
H 4.806 8.063 -1.096
H 3.630 9.179 -0.414
H 4.134 6.960 1.276
H 3.616 5.685 3.120
H 3.613 4.044 2.464
H 2.161 4.691 3.217
H 2.721 3.378 -1.107
H 1.363 2.276 -1.289
H 2.967 1.802 -1.863
H 4.350 0.565 -0.557
H 5.788 -0.884 0.644
H 4.859 -1.813 1.820
H 5.986 -0.579 2.373
H 3.712 0.074 3.630
H 1.831 0.937 4.664
H 0.677 2.013 3.881
H 2.222 2.640 4.435
O -0.947 -4.914 1.963
C -0.666 -5.768 0.926
C -0.870 -7.136 1.057
C -0.540 -7.988 0.016
C 0.017 -7.481 -1.149
C 0.229 -6.116 -1.260
C -0.131 -5.239 -0.244
C 0.081 -3.756 -0.470
O 1.183 -3.396 -0.889
O -0.928 -3.015 -0.201
H -1.316 -5.423 2.692
H -1.279 -7.533 1.980
H -0.707 -9.052 0.125
H 0.288 -8.144 -1.959
H 0.684 -5.696 -2.149
*
```

Output
HOMO level (alpha / beta) (eV): -4.6 / -7.9
LUMO level (alpha / beta) (eV): 0.43 / -0.55
Expectation value of S²: 3.7773

Which one sits at the top of the stability order? <two> does.

<one>
2 unconnected molecules or ions with the total composition C7H10N2O3. Source: OMol25; level of theory: ωB97M-V with the def2-TZVPD basis set.

Geometry as ORCA input:
```
! RIJCOSX wB97M-V def2-TZVPD def2/J DEFGRID3
* xyz 0 3
C 2.078 -1.267 0.546
C 3.278 -1.609 0.126
C 3.080 0.505 -0.376
C 1.931 0.163 0.327
C -0.882 0.575 -0.808
C -3.007 -0.186 -1.155
C -2.189 -0.112 1.113
N 0.913 0.855 0.791
N -2.022 0.206 -0.267
O -0.452 0.932 -1.858
O 3.924 -0.579 -0.443
O 1.058 2.286 0.515
H 1.490 -2.076 0.967
H 3.825 -2.575 0.254
H 3.572 1.473 -0.512
H -3.521 -1.050 -0.877
H -3.645 0.678 -0.999
H -2.672 -0.068 -2.205
H -1.285 -0.247 1.670
H -2.832 0.638 1.410
H -2.740 -1.005 1.304
H 0.097 2.460 0.475
*
```

Output
HOMO level (alpha / beta) (eV): -6.3 / -9.2
LUMO level (alpha / beta) (eV): 0.79 / -0.78
Expectation value of S²: 2.0368

<two>
A single C7H10N2O3 molecule. Source: OMol25; level of theory: ωB97M-V with the def2-TZVPD basis set.

Geometry as ORCA input:
```
! RIJCOSX wB97M-V def2-TZVPD def2/J DEFGRID3
* xyz 0 3
C -0.600 -2.912 -0.213
C -0.870 -1.600 0.341
C 0.006 -0.744 -0.321
C 0.912 0.987 1.251
C -0.778 1.644 -0.593
C 1.632 1.085 -1.041
C 0.415 0.709 -0.176
N 0.393 -2.781 -1.068
N -1.864 -1.283 1.216
O -2.594 -2.212 1.549
O -1.979 -0.117 1.591
O 0.702 -1.485 -1.149
H -1.129 -3.748 0.064
H 1.194 1.941 1.416
H 0.217 0.721 1.914
H 1.801 0.537 1.373
H -0.536 2.721 -0.474
H -1.034 1.586 -1.694
H -1.710 1.305 -0.280
H 1.737 2.109 -1.038
H 2.678 0.800 -0.630
H 1.408 0.736 -2.038
*
```

Output
HOMO level (alpha / beta) (eV): -6.6 / -9.9
LUMO level (alpha / beta) (eV): -0.07 / -4.27
Expectation value of S²: 2.0185

Which one sits at the top of the stability order? <one> does.